Record 1
Molecular formula: C5H13N2O
Method: DFT, ωB97M-V/def2-TZVPD

## Properties
HOMO level	-3.14	eV
strongest force on any atom	0.05127	hartree/bohr

Geometry as ORCA input:
```
! RIJCOSX wB97M-V def2-TZVPD def2/J DEFGRID3
* xyz -1 1
C -0.66691 -2.41271 -0.00419
C -0.19490 -0.96653 -0.27248
C 0.74598 -0.42243 0.81380
C -0.03287 0.09096 2.04104
N -0.63864 1.42656 1.78726
N 0.24522 -0.76400 -1.66595
C 0.10448 1.12077 -1.87340
O 0.56611 1.98680 -1.04825
H 0.14980 -3.13400 -0.06640
H -1.33819 -2.59285 -0.84848
H -1.25980 -2.50912 0.90755
H -1.11316 -0.36582 -0.16701
H 1.42661 -1.23093 1.12729
H 1.38746 0.37895 0.44995
H 0.59254 0.18121 2.93022
H -0.84174 -0.61577 2.24921
H -1.37689 1.33545 1.08938
H 0.03565 1.86809 1.15346
H 1.23758 -0.53887 -1.60225
H -0.90084 1.33023 -2.28284
H 0.80994 0.91844 -2.70699
*
```


Record 2
Molecular formula: C45H122N6O13
Method: DFT, ωB97M-V/def2-TZVPD

## Properties
HOMO level	-8.88	eV
strongest force on any atom	0.06981	hartree/bohr

Geometry as ORCA input:
```
! RIJCOSX wB97M-V def2-TZVPD def2/J DEFGRID3
* xyz 0 1
C 1.29404 -4.73907 3.58389
C 1.44667 -4.87469 2.01738
C 0.10778 -4.90504 1.27005
O -0.57606 -6.08297 1.54194
C -1.92853 -6.15426 1.19634
N 2.12133 -3.61918 1.53942
H 2.29602 -4.84778 4.06765
H 0.52318 -5.44408 3.94690
H 0.80277 -3.80759 3.87186
H 2.05649 -5.84825 1.90787
H 0.33606 -4.80925 0.23456
H -0.49156 -4.06400 1.61951
H -2.46917 -5.57118 1.87471
H -2.12140 -7.24138 1.25544
H -2.18724 -5.64430 0.21643
H 2.63685 -3.25314 2.26757
H 2.79052 -3.87093 0.84091
C -3.95781 -2.29882 1.17077
C -3.02901 -1.41936 0.26123
C -3.02481 -1.96144 -1.13348
O -2.37058 -3.19726 -1.03085
C -2.07466 -3.82861 -2.21797
N -3.50196 -0.02130 0.17770
H -4.98932 -2.26383 0.65866
H -3.93315 -1.75293 2.12237
H -3.57986 -3.34267 1.30994
H -2.02366 -1.52545 0.70854
H -2.51430 -1.41064 -1.88310
H -4.11539 -2.04647 -1.45797
H -1.64734 -4.80267 -2.11226
H -1.31772 -3.25014 -2.72897
H -2.92637 -3.95210 -2.88750
H -4.45119 0.03027 -0.14702
H -3.45636 0.35993 1.14015
C 1.91520 -1.95495 6.23609
C 0.74975 -0.95890 6.35126
C -0.23535 -1.15923 5.17326
O -0.78877 -2.46256 5.19088
C -1.65983 -2.62776 4.12444
N 0.02477 -1.20922 7.62339
H 2.73351 -1.70456 6.99053
H 2.27681 -1.90006 5.21174
H 1.55063 -2.97388 6.31414
H 1.17379 0.06207 6.27200
H 0.19262 -1.11546 4.14997
H -0.96514 -0.36387 5.18911
H -2.60546 -2.18258 4.37973
H -1.89467 -3.72743 4.10549
H -1.17029 -2.32176 3.19893
H -0.56646 -2.02719 7.60128
H -0.49416 -0.44138 7.99925
C -0.48639 3.01643 -7.17435
C 0.38047 1.82489 -7.57783
C 1.11750 1.22796 -6.36945
O 0.16508 0.63927 -5.57441
C 0.50408 -0.16518 -4.47604
N -0.37862 0.90773 -8.40279
H -1.39097 2.61370 -6.69101
H -0.77495 3.57120 -8.06220
H 0.09511 3.55174 -6.42423
H 1.16577 2.30062 -8.20621
H 1.60259 2.11206 -5.96346
H 1.95624 0.53426 -6.69621
H -0.39200 -0.70583 -4.09290
H 0.94009 0.48672 -3.74294
H 1.27406 -0.89552 -4.70206
H 0.11540 0.05483 -8.57276
H -1.19378 0.57467 -7.92023
C 4.23665 -0.58670 -2.84700
C 4.46293 -1.99141 -2.29416
C 4.18302 -3.09193 -3.31847
O 2.81268 -3.33247 -3.29976
C 2.27002 -3.99301 -4.39565
N 5.89519 -2.26006 -1.88502
H 5.05668 -0.31589 -3.61365
H 4.28617 0.21816 -2.15983
H 3.26234 -0.48575 -3.27537
H 3.83119 -2.18015 -1.46672
H 4.60409 -3.99538 -2.97047
H 4.52030 -2.86348 -4.29141
H 2.52738 -5.03854 -4.39263
H 2.56039 -3.52755 -5.33738
H 1.18647 -3.83252 -4.35316
H 6.13531 -1.63840 -1.10343
H 5.86457 -3.19328 -1.37076
C 3.13723 2.69898 3.96915
C 3.02446 1.21367 3.88674
C 4.00460 0.77189 2.84739
O 3.89490 -0.67029 2.77428
C 4.54398 -1.14983 1.56889
N 3.16409 0.64889 5.28228
H 3.23038 3.12515 2.97111
H 4.10471 2.84402 4.43478
H 2.27594 3.10230 4.49146
H 2.01152 0.87971 3.56262
H 5.04887 1.00964 3.20231
H 3.78766 1.27302 1.88078
H 5.58120 -1.36719 1.78403
H 4.42605 -0.45491 0.72195
H 4.03057 -2.04300 1.30407
H 4.05125 1.07451 5.60769
H 3.32991 -0.32895 5.21296
C -1.91950 3.27194 1.27814
C -3.39597 3.53207 1.53213
C -4.13609 3.73673 0.15068
O -4.08818 2.36603 2.04632
H -1.48923 2.86345 2.21620
H -1.45726 4.17238 0.92538
H -1.78182 2.57429 0.51802
H -3.57156 4.33539 2.26491
H -3.80757 2.87952 -0.48709
H -3.84934 4.65524 -0.39455
H -5.24671 3.76501 0.34344
H -3.92937 2.39081 2.96927
C 1.87372 6.59878 3.39439
C 0.77380 5.77144 2.78108
C -0.54957 5.90095 3.56304
O 0.52528 6.06180 1.34549
H 1.68450 7.65029 3.20255
H 2.92175 6.36643 3.07441
H 1.83172 6.38161 4.42432
H 0.99875 4.76046 2.77680
H -1.31636 5.35564 2.99569
H -0.89745 7.00674 3.69701
H -0.50995 5.41846 4.53568
H 0.46060 5.25831 0.83185
C 3.57158 2.63004 -0.99587
C 2.70310 3.84832 -0.52829
C 2.14291 4.66897 -1.65367
O 1.67051 3.36582 0.31036
H 2.97604 2.05757 -1.69816
H 3.88638 1.99228 -0.18982
H 4.34661 3.19972 -1.46156
H 3.37351 4.42670 0.13209
H 1.40051 4.01966 -2.17674
H 2.93098 4.91260 -2.40090
H 1.64670 5.61089 -1.33401
H 1.20979 2.58540 -0.11973
C -5.62097 0.94522 5.89415
C -4.48285 1.91972 6.16226
C -3.31272 1.35083 6.85177
O -4.04024 2.47418 4.86619
H -5.22768 0.16852 5.27781
H -6.54518 1.32397 5.38785
H -5.92030 0.56986 6.86628
H -4.86005 2.76194 6.78038
H -3.58416 0.94034 7.80255
H -2.54114 2.11673 6.96064
H -2.87759 0.60755 6.18550
H -3.11281 2.75430 5.01924
C -1.50223 -2.71533 -8.63496
C -1.05935 -2.86955 -7.22471
C -2.07522 -2.19176 -6.29116
O -0.96345 -4.28944 -6.79573
H -2.44685 -3.16476 -8.70839
H -0.85292 -3.14506 -9.38661
H -1.70854 -1.68621 -8.84683
H -0.03259 -2.47127 -7.01247
H -3.07470 -2.57951 -6.34373
H -2.15645 -1.13841 -6.46796
H -1.84031 -2.31403 -5.22768
H -1.08892 -4.80046 -7.58631
C -1.30774 2.99975 -3.04929
C -2.49318 2.06965 -2.67596
C -3.06159 1.20222 -3.77192
O -2.00724 1.18722 -1.66386
H -0.94378 3.52746 -2.24435
H -1.63055 3.71774 -3.76046
H -0.47948 2.33808 -3.42159
H -3.23593 2.69959 -2.31677
H -3.85237 0.51023 -3.37287
H -2.31395 0.54663 -4.20386
H -3.54854 1.71940 -4.57913
H -2.59033 0.70145 -1.03083
C 0.60889 -0.16958 1.20836
C 1.08099 -0.20393 -0.30491
C 0.51157 -1.45222 -1.02063
O 0.72924 0.98113 -1.01724
H 0.97146 0.77154 1.67856
H 0.92343 -1.07501 1.78712
H -0.47064 -0.06140 1.36423
H 2.13238 -0.26205 -0.28977
H 0.84442 -2.27717 -0.35043
H 0.87627 -1.60276 -1.99212
H -0.56659 -1.49489 -1.00071
H -0.23594 1.02839 -1.16120
*
```


Record 3
Molecular formula: C34H30BKN6P2S2
Method: DFT, ωB97M-V/def2-TZVPD

## Properties
HOMO level	-1.45	eV
strongest force on any atom	0.02904	hartree/bohr

Geometry as ORCA input:
```
! RIJCOSX wB97M-V def2-TZVPD def2/J DEFGRID3
* xyz -2 1
K 0.96861 -1.60263 -0.94120
S -0.52262 -1.90095 1.95561
P -0.96846 -0.01466 1.33595
C -0.40834 0.41452 -0.16746
P 0.15039 1.87829 -0.71411
S 1.15745 1.82761 -2.47414
C -1.15273 3.22111 -0.89803
C -1.08811 4.14067 -1.94059
C -2.06217 5.12375 -2.10362
C -3.13280 5.20058 -1.22096
C -3.22235 4.28085 -0.18365
C -2.24291 3.30095 -0.03429
C 1.33413 2.73018 0.44979
C 2.60760 2.17243 0.61989
C 3.55499 2.77167 1.43307
C 3.25339 3.95344 2.10972
C 1.99599 4.51174 1.96195
C 1.04767 3.90366 1.13564
C -2.82709 0.06134 1.43724
C -3.57184 0.22863 0.27523
C -4.96461 0.21069 0.31425
C -5.63293 0.03454 1.51993
C -4.89583 -0.13872 2.68866
C -3.50698 -0.13473 2.63872
C -0.52311 1.09895 2.76283
C 0.73438 0.96600 3.35628
C 1.12730 1.79424 4.39657
C 0.26712 2.77528 4.88232
C -0.98402 2.92379 4.30705
C -1.36650 2.09120 3.25408
H -0.25478 4.06176 -2.62939
H -1.98557 5.82584 -2.92612
H -3.89687 5.95918 -1.34980
H -4.06066 4.30995 0.50303
H -2.34725 2.57211 0.75941
H 2.85590 1.26575 0.08079
H 4.53458 2.31875 1.54078
H 3.98945 4.42259 2.75289
H 1.73813 5.41970 2.49515
H 0.07094 4.35977 1.03267
H -3.02655 0.38834 -0.65041
H -5.52903 0.34267 -0.60221
H -6.71644 0.02677 1.55158
H -5.40315 -0.28824 3.63541
H -2.93793 -0.30867 3.54463
H 1.39471 0.18473 3.00004
H 2.11554 1.68203 4.82680
H 0.57760 3.42599 5.69274
H -1.66633 3.68447 4.66858
H -2.35008 2.22195 2.82455
C -1.45902 -4.65010 -3.93809
C -1.32928 -3.49866 -3.13683
N -0.11019 -3.40117 -2.62248
N 0.56848 -4.48206 -3.07757
C -0.21627 -5.24158 -3.86505
B 2.05792 -4.74111 -2.70712
N 2.96497 -3.58782 -3.21035
C 3.97427 -3.67657 -4.09945
C 4.50531 -2.41736 -4.27810
C 3.72821 -1.60188 -3.42995
N 2.80740 -2.31030 -2.79017
N 2.21906 -4.97462 -1.18011
C 2.46224 -6.14476 -0.55929
C 2.47280 -5.91804 0.80083
C 2.21580 -4.53704 0.91341
N 2.06633 -3.97504 -0.27951
H -2.32349 -4.99550 -4.48145
H -2.06037 -2.73728 -2.90571
H 0.17212 -6.14330 -4.31097
H 2.40033 -5.76267 -3.27539
H 4.23032 -4.62770 -4.53792
H 5.31875 -2.12995 -4.92423
H 3.77612 -0.53391 -3.26585
H 2.60284 -7.04634 -1.13426
H 2.62817 -6.63699 1.58881
H 2.09937 -3.92813 1.79896
*
```


Record 4
Molecular formula: C2H2Cl2
Method: DFT, ωB97M-V/def2-TZVPD

## Properties
HOMO level	-9.64	eV
SMILES	Cl/C=C/Cl
strongest force on any atom	0.01355	hartree/bohr

Geometry as ORCA input:
```
! RIJCOSX wB97M-V def2-TZVPD def2/J DEFGRID3
* xyz 0 1
Cl -1.15654 0.45932 1.75775
C -0.49229 0.38320 0.15138
C 0.51731 -0.39973 -0.14800
Cl 1.08369 -0.43858 -1.78195
H -1.00363 0.97986 -0.58879
H 1.05146 -0.98406 0.60962
*
```